No. 1
Entry from the OMol25 dataset: 2 unconnected molecules or ions with the total composition C19H34BrClF5N6O6S in a non-equilibrium geometry (the ωB97M-V functional and the def2-TZVPD basis).

Structure (XYZ):
```
73
Properties=species:S:1:pos:R:3
C 2.1392 1.9822 6.6965
C 2.2732 3.3923 6.1112
C 2.0740 3.3916 4.6285
O 2.8859 2.9962 3.8635
O 0.8772 3.8925 4.1771
C -0.0722 2.8717 3.8931
C -0.1306 2.5834 2.3848
N 0.2388 1.1991 2.0307
Br 1.8865 1.0106 1.2403
C -0.6652 0.2722 2.3003
N -1.8456 0.6023 2.8223
C -2.5530 -0.5122 2.9311
C -3.9458 -0.5075 3.4500
N -4.5633 0.8047 3.2054
N -1.8832 -1.5812 2.5141
C -2.4683 -2.9343 2.5087
C -2.6506 -3.5338 3.9255
C -1.7290 -4.6863 4.2496
Cl -4.3414 -4.1662 3.9661
N -0.6008 -1.1315 2.1132
S 0.4669 -2.3290 1.5867
O 0.3147 -3.4386 2.4627
O 1.7966 -1.9110 1.3488
C -0.2559 -2.8400 -0.0668
F -0.4208 -4.1480 -0.0631
F -1.4344 -2.2122 -0.2350
C 0.6623 -2.4149 -1.2503
F 1.7497 -3.1394 -1.3144
F 0.9351 -1.1256 -1.1586
F -0.0446 -2.6144 -2.3584
H 1.0988 1.6885 6.8108
H 2.6620 1.2531 6.0822
H 2.6157 1.9705 7.6722
H 3.2685 3.7693 6.3267
H 1.5522 4.0719 6.5580
H -1.0507 3.1700 4.2583
H 0.1844 1.9547 4.4269
H -1.0980 2.8339 1.9611
H 0.5876 3.2520 1.9241
H -3.8741 -0.6305 4.5334
H -4.5376 -1.3235 3.0377
H -5.5664 0.6706 3.2804
H -4.4257 1.0697 2.2350
H -1.9048 -3.6429 1.9188
H -3.4415 -2.8540 2.0377
H -2.6246 -2.7534 4.6796
H -0.7120 -4.3642 4.4406
H -1.7756 -5.4523 3.4806
H -2.0858 -5.1552 5.1643
C 1.2485 2.0207 -8.8189
O 0.5145 0.9681 -8.2218
C 1.2341 -0.2508 -8.0930
C 1.5093 -0.5646 -6.6391
N 2.4759 0.3661 -6.0708
C 2.6232 0.2779 -4.6239
C 1.4172 0.6249 -3.7570
O 1.0399 1.9868 -3.7947
C 0.1825 2.3565 -4.8622
H 0.5555 2.8418 -8.9920
H 2.0564 2.3777 -8.1708
H 1.6729 1.7129 -9.7784
H 2.1619 -0.2247 -8.6708
H 0.6046 -1.0438 -8.5060
H 1.9060 -1.5812 -6.5604
H 0.5450 -0.5365 -6.1116
H 2.2004 1.3094 -6.3103
H 3.4336 0.9545 -4.3417
H 2.9549 -0.7354 -4.3710
H 1.7028 0.4331 -2.7225
H 0.5524 -0.0183 -3.9675
H -0.4803 1.5374 -5.1523
H 0.7464 2.6929 -5.7354
H -0.4254 3.1936 -4.5196
```

Computed properties:
HOMO level: -10.3081 eV
HOMO-LUMO gap: 6.7 eV
E_tot: -5455.67508 Ha
total charge: +1

---

No. 2
Entry from the OMol25 dataset: 8 unconnected molecules or ions with the total composition C51H111Cl2N7 in a non-equilibrium geometry (the ωB97M-V functional and the def2-TZVPD basis).

Structure (XYZ):
```
171
Properties=species:S:1:pos:R:3
C 1.5995 -7.2393 -2.3660
C 1.3804 -5.7579 -2.2875
C 2.7505 -4.9720 -2.5880
C 2.3972 -3.5217 -2.8554
N 3.6857 -2.6249 -3.1414
C 3.2567 -1.1760 -3.4465
C 4.4833 -0.4099 -3.0869
C 4.9093 -1.0218 -1.7398
C 4.5822 -2.5530 -1.8676
C 4.5345 -3.1331 -4.3691
H 2.4016 -7.5639 -1.7031
H 1.9123 -7.4708 -3.3841
H 0.6022 -7.6350 -2.1737
H 1.1034 -5.5995 -1.2453
H 0.5623 -5.3578 -2.8864
H 3.2835 -5.4112 -3.4312
H 3.2788 -5.1170 -1.6457
H 1.9556 -2.9951 -2.0094
H 1.7398 -3.3804 -3.7133
H 2.9355 -1.0372 -4.4788
H 2.4016 -0.9104 -2.8249
H 5.2533 -0.3078 -3.8516
H 4.3006 0.6450 -2.8821
H 5.9459 -0.7819 -1.5033
H 4.3202 -0.5895 -0.9310
H 5.4428 -3.2111 -1.9878
H 3.9702 -2.9984 -1.0833
H 5.3034 -2.4203 -4.6670
H 3.8047 -3.2652 -5.1679
H 5.0154 -4.0472 -4.0209
C 6.8205 0.4361 1.4462
C 5.3534 0.7222 1.7578
C 5.0300 2.1276 1.2066
C 3.6090 2.6410 1.5801
N 3.0210 3.7323 0.6485
C 3.8683 5.0539 0.7455
C 3.3195 5.8587 1.9156
C 1.9279 5.2673 2.2242
C 1.6227 4.2470 1.1265
C 2.8023 3.1257 -0.7769
H 7.0589 0.4396 0.3825
H 6.9814 -0.6056 1.7236
H 7.4660 1.0472 2.0770
H 5.0832 0.6821 2.8130
H 4.7496 -0.0787 1.3311
H 5.1752 2.0508 0.1291
H 5.8109 2.7653 1.6209
H 3.5409 2.8891 2.6393
H 2.9590 1.7793 1.4284
H 3.7051 5.4898 -0.2401
H 4.9032 4.7590 0.9194
H 3.1685 6.8889 1.5933
H 4.0392 5.7896 2.7313
H 1.2500 6.1173 2.1470
H 1.8939 4.8174 3.2164
H 1.1087 4.6373 0.2481
H 1.0043 3.4201 1.4757
H 1.9951 2.3933 -0.7942
H 3.7188 2.7463 -1.2287
H 2.5097 4.0246 -1.3196
C -3.3353 9.5406 1.6224
C -2.5782 8.2735 1.9751
C -2.8668 7.0974 1.1179
C -2.4049 5.7432 1.6565
N -2.5826 4.5048 0.7003
C -2.1235 3.2645 1.4745
C -1.7128 2.2242 0.4518
C -1.2664 3.0844 -0.8046
C -1.7513 4.5154 -0.5778
C -4.0792 4.3842 0.3192
H -4.4148 9.4416 1.7365
H -3.0432 9.7674 0.5971
H -3.0130 10.3880 2.2274
H -2.8430 8.0881 3.0161
H -1.5148 8.4923 1.8781
H -2.6516 7.1909 0.0535
H -3.9526 7.0171 1.0665
H -2.9754 5.4601 2.5411
H -1.3257 5.6599 1.7851
H -2.9172 2.9256 2.1404
H -1.2600 3.5256 2.0863
H -2.6325 1.7491 0.1106
H -0.9755 1.4981 0.7942
H -1.5985 2.6620 -1.7529
H -0.1784 3.0281 -0.8409
H -2.3540 5.0142 -1.3368
H -0.8473 5.1101 -0.4462
H -4.7323 4.6472 1.1512
H -4.2779 3.3944 -0.0920
H -4.2485 5.1224 -0.4647
C -3.5130 -0.9201 -7.9929
C -2.8516 -0.0876 -6.8283
C -2.8812 -0.8610 -5.4905
C -2.2921 -0.1392 -4.1934
N -2.2417 -1.0254 -2.9010
C -1.2306 -2.1829 -3.1078
C -1.9405 -3.4056 -2.5675
C -3.1195 -2.9746 -1.7020
C -3.5891 -1.7666 -2.4619
C -1.7297 -0.1965 -1.7291
H -4.5738 -1.1441 -7.8807
H -3.0366 -1.8819 -8.1830
H -3.5476 -0.3557 -8.9248
H -3.3177 0.8936 -6.7377
H -1.8766 0.1631 -7.2461
H -2.3638 -1.8095 -5.6350
H -3.9020 -1.2122 -5.3399
H -2.8727 0.7382 -3.9081
H -1.3370 0.3086 -4.4677
H -0.2947 -1.9942 -2.5820
H -1.1260 -2.3255 -4.1834
H -1.2581 -4.0474 -2.0102
H -2.2376 -4.1273 -3.3285
H -2.7108 -2.6707 -0.7383
H -3.8266 -3.7911 -1.5554
H -4.1624 -1.0592 -1.8627
H -4.1489 -1.9538 -3.3782
H -2.3421 0.7052 -1.7320
H -0.7081 0.1525 -1.8797
H -1.7647 -0.6580 -0.7422
C 0.7686 -5.3201 1.6386
C 0.9743 -5.5379 3.1624
C 1.4908 -4.2800 3.8420
C 0.4704 -3.1085 3.6705
N 0.7134 -1.8310 4.5864
C 2.1765 -1.3241 4.4778
C 2.3816 -0.7166 5.8980
C 1.7916 -1.7813 6.7686
C 0.4313 -2.1216 6.1063
C -0.2425 -0.6757 4.1801
H 1.6721 -4.8567 1.2424
H -0.1815 -4.8074 1.4877
H 0.7839 -6.2656 1.0965
H 1.8070 -6.2155 3.3508
H 0.0330 -5.8491 3.6154
H 2.3976 -3.9152 3.3597
H 1.6568 -4.4973 4.8972
H -0.5667 -3.3896 3.8538
H 0.6043 -2.6979 2.6698
H 2.1868 -0.6937 3.5886
H 2.9525 -2.0837 4.3831
H 1.9017 0.2602 5.9583
H 3.3801 -0.3770 6.1732
H 1.7627 -1.4534 7.8077
H 2.3811 -2.6946 6.8491
H -0.4395 -1.5624 6.4487
H 0.1881 -3.1697 6.2810
H -1.1954 -1.1949 4.0767
H -0.0186 -0.2435 3.2048
H -0.3179 0.0088 5.0250
C -2.8881 -3.2533 1.8604
C -3.9957 -2.5878 2.6421
N -4.7890 -1.7481 1.7987
C -4.6777 -0.3875 1.5297
C -5.5795 -0.0934 0.5316
N -6.2263 -1.2734 0.1564
C -5.7285 -2.2558 0.9431
C -7.1636 -1.4902 -0.9091
H -3.1889 -3.8573 1.0044
H -2.3748 -3.8956 2.5760
H -2.1552 -2.5504 1.4643
H -3.6960 -1.9931 3.5050
H -4.7129 -3.2901 3.0670
H -3.9199 0.2501 1.9606
H -5.7775 0.8239 -0.0030
H -5.9552 -3.3057 0.8303
H -6.8327 -2.3309 -1.5189
H -7.2911 -0.5982 -1.5226
H -8.1114 -1.6071 -0.3837
Cl 1.1904 -0.8470 0.1832
Cl 0.5752 2.0994 -3.7392
```

Computed properties:
HOMO level: -14.8313 eV
HOMO-LUMO gap: 6.4 eV
E_tot: -3312.12602 Ha
total charge: +4